Run A
Formula: C7H13N2P
Source: the Open Molecules 2025 dataset
Level of theory: ωB97M-V with the def2-TZVPD basis set

Geometry (Å):
C: 0.764 0.450 -2.876
P: 0.496 1.760 -1.544
C: 0.265 0.612 -0.111
C: 1.300 0.182 0.808
C: 2.668 0.734 0.808
N: 0.737 -0.617 1.747
N: -0.561 -0.727 1.470
C: -1.225 -1.550 2.475
C: -0.923 -0.057 0.371
C: -2.232 -0.137 -0.409
H: 1.315 -0.516 -2.477
H: 1.219 0.857 -3.757
H: -0.111 0.064 -3.311
H: -0.798 1.998 -1.725
H: 2.508 1.846 0.828
H: 3.126 0.211 1.592
H: 3.297 0.516 -0.099
H: -0.552 -2.202 2.983
H: -1.714 -0.907 3.145
H: -2.044 -2.069 1.852
H: -2.711 0.889 -0.273
H: -2.112 -0.336 -1.447
H: -2.712 -1.002 -0.051

Calculated values
* 2S+1: 1
* gap between HOMO and LUMO: 9.1747 eV
* SMILES string: CPc1c(C)nn(C)c1C
* E_LUMO: 0.881 eV

---

Run B
Formula: C7H13N2P
Source: the Open Molecules 2025 dataset
Level of theory: ωB97M-V with the def2-TZVPD basis set

Geometry (Å):
C: -3.074 -0.898 0.634
C: -3.345 -0.238 -0.581
C: -1.495 0.581 0.388
C: 2.629 0.897 0.111
C: 1.193 -0.802 1.388
C: 1.073 -0.577 -1.136
C: 1.376 0.059 0.140
N: -1.984 -0.335 1.235
N: -2.271 0.597 -0.757
P: 0.179 1.375 0.589
H: -3.553 -1.683 1.151
H: -4.205 -0.359 -1.320
H: 3.610 0.562 -0.364
H: 2.370 1.921 -0.182
H: 2.940 0.793 1.179
H: 0.254 -1.515 1.274
H: 0.952 -0.085 2.176
H: 2.060 -1.503 1.710
H: 0.026 -0.860 -1.233
H: 1.150 0.228 -1.890
H: 1.762 -1.352 -1.434
H: -1.985 1.096 -1.563
H: 0.338 2.100 -1.514

Calculated values
* 2S+1: 1
* gap between HOMO and LUMO: 8.1696 eV
* E_LUMO: -0.434 eV

---

Which is most stable? The ranking, best first, is run A, run B.